1.
Molecular formula: C51H44ClKN12O8P2S2
Method: DFT, ωB97M-V/def2-TZVPD

Calculated values
LUMO = 3.230 eV
HOMO level = -1.94 eV
total charge = -2
ΔE to the lowest compared entry with this formula, charge and spin = 0.203 eV

Atoms and positions in Å:
K (-0.58, 0.41, -0.22)
N (2.57, 1.37, -3.76)
C (1.41, 0.73, -3.12)
N (1.74, -0.23, -2.11)
C (2.92, -0.78, -2.08)
N (3.31, -1.72, -1.18)
N (2.40, -1.91, -0.22)
C (2.63, -2.86, 0.61)
C (1.74, -3.14, 1.73)
C (2.04, -4.23, 2.58)
C (1.20, -4.52, 3.63)
C (0.08, -3.72, 3.85)
C (-0.12, -2.66, 2.98)
N (0.67, -2.37, 1.96)
C (3.97, -0.43, -3.08)
C (5.16, -1.13, -3.21)
C (6.12, -0.77, -4.15)
C (5.87, 0.32, -4.97)
C (4.69, 1.03, -4.87)
C (3.73, 0.66, -3.93)
H (2.36, 2.09, -4.43)
H (0.83, 1.53, -2.65)
H (3.52, -3.48, 0.50)
H (2.92, -4.83, 2.38)
H (1.42, -5.36, 4.29)
H (-0.59, -3.90, 4.68)
H (-0.96, -1.99, 3.14)
H (5.31, -1.96, -2.53)
H (7.04, -1.33, -4.23)
H (6.61, 0.62, -5.71)
H (4.50, 1.88, -5.52)
S (-4.72, -6.92, 1.51)
N (-3.55, -6.52, 0.46)
C (-3.28, -5.24, 0.65)
C (-2.30, -4.46, -0.05)
C (-1.45, -4.97, -1.03)
C (-0.53, -4.14, -1.62)
C (-0.47, -2.81, -1.19)
N (-1.26, -2.31, -0.26)
C (-2.18, -3.11, 0.29)
C (-3.04, -2.50, 1.32)
N (-3.00, -1.12, 1.39)
C (-3.15, -0.45, 2.45)
C (-4.43, -1.67, 3.85)
C (-4.77, -2.71, 3.10)
C (-3.93, -3.25, 2.04)
C (-4.08, -4.64, 1.68)
N (-4.93, -5.49, 2.25)
H (-1.54, -6.02, -1.31)
H (0.15, -4.49, -2.38)
H (0.28, -2.13, -1.60)
H (-3.27, 0.63, 2.45)
H (-5.05, -1.27, 4.64)
H (-5.70, -3.21, 3.31)
N (-4.84, 2.59, -1.44)
C (-3.60, 2.20, -2.22)
C (-3.69, 2.77, -3.62)
P (-3.68, 0.32, -2.23)
O (-4.32, 0.10, -0.75)
O (-4.75, 0.03, -3.22)
O (-2.29, -0.20, -2.28)
P (-2.20, 2.86, -1.23)
O (-2.84, 4.40, -1.10)
O (-0.95, 2.91, -2.03)
O (-2.26, 2.22, 0.11)
H (-5.67, 2.35, -1.98)
H (-4.81, 3.59, -1.21)
H (-4.83, 2.01, -0.59)
H (-4.60, 2.42, -4.11)
H (-2.85, 2.40, -4.20)
H (-3.65, 3.86, -3.61)
H (-3.67, -0.23, -0.10)
H (-2.20, 4.97, -0.67)
C (2.23, -1.44, 8.06)
C (1.50, -0.78, 6.92)
C (0.20, -0.30, 7.09)
C (-0.49, 0.27, 6.03)
C (0.12, 0.38, 4.79)
C (1.42, -0.08, 4.61)
C (2.10, -0.65, 5.67)
S (-0.83, 1.01, 3.37)
O (-1.75, 2.02, 4.00)
O (-3.21, -1.03, 3.71)
N (0.32, 1.52, 2.39)
C (0.95, 2.72, 2.55)
C (0.83, 3.57, 3.65)
C (1.51, 4.80, 3.70)
C (2.32, 5.23, 2.68)
C (2.49, 4.39, 1.55)
C (3.33, 4.74, 0.47)
C (3.50, 3.88, -0.57)
C (2.81, 2.65, -0.54)
N (2.01, 2.29, 0.43)
C (1.83, 3.14, 1.48)
H (1.80, -1.16, 9.02)
H (3.29, -1.17, 8.06)
H (2.18, -2.53, 7.98)
H (-0.28, -0.38, 8.06)
H (-1.49, 0.66, 6.15)
H (1.88, 0.01, 3.63)
H (3.11, -1.01, 5.53)
H (0.18, 3.30, 4.46)
H (1.37, 5.43, 4.57)
H (2.83, 6.18, 2.72)
H (3.84, 5.70, 0.50)
H (4.13, 4.12, -1.41)
H (2.93, 1.94, -1.35)
Cl (-0.54, 3.66, -8.90)
C (-0.24, 2.61, -7.53)
C (0.26, 1.34, -7.75)
C (0.49, 0.52, -6.66)
C (0.22, 0.94, -5.36)
C (0.50, 0.05, -4.17)
C (-0.28, 2.23, -5.17)
C (-0.51, 3.06, -6.25)
H (0.47, 1.00, -8.76)
H (0.90, -0.47, -6.82)
H (0.98, -0.87, -4.50)
H (-0.44, -0.21, -3.68)
H (-0.48, 2.58, -4.16)
H (-0.90, 4.06, -6.10)

---

2.
Molecular formula: C10H17Cl
Method: DFT, ωB97M-V/def2-TZVPD

Calculated values
LUMO = 0.815 eV
HOMO level = -8.57 eV
ΔE to the lowest compared entry with this formula, charge and spin = 1.422 eV

Atoms and positions in Å:
C (1.09, 0.19, -0.85)
C (1.91, -0.68, -0.26)
C (1.75, -0.75, 1.22)
C (0.54, 0.19, 1.51)
C (0.02, 0.63, 0.18)
C (3.15, -1.38, -0.76)
C (-0.39, 2.13, 0.07)
C (-1.87, 0.06, -1.62)
C (-2.73, 0.01, 0.69)
C (-1.57, -0.26, -0.20)
Cl (-1.17, -2.00, 0.09)
H (1.07, 0.45, -1.98)
H (1.55, -1.68, 1.59)
H (2.77, -0.47, 1.75)
H (-0.34, -0.35, 1.97)
H (0.68, 0.98, 2.23)
H (2.97, -2.06, -1.54)
H (3.21, -2.12, 0.00)
H (4.02, -0.75, -1.12)
H (0.51, 2.68, 0.36)
H (-1.15, 2.10, 0.82)
H (-0.77, 2.42, -0.94)
H (-2.72, -0.56, -1.98)
H (-2.21, 1.08, -1.68)
H (-1.00, -0.03, -2.42)
H (-2.55, -0.05, 1.83)
H (-3.55, -0.70, 0.47)
H (-3.22, 0.90, 0.55)

---

3.
Molecular formula: C3H5NO2
Method: DFT, ωB97M-V/def2-TZVPD

Calculated values
LUMO = -0.140 eV
HOMO level = -9.91 eV
ΔE to the lowest compared entry with this formula, charge and spin = 3.557 eV

Atoms and positions in Å:
C (0.04, -0.51, 1.97)
C (1.06, 0.17, -0.77)
C (-0.35, -0.17, -0.32)
N (-0.13, -0.35, 3.12)
O (-1.21, 0.92, -0.07)
O (-0.82, -1.25, -0.84)
H (0.96, 0.29, -1.79)
H (1.80, -0.52, -0.51)
H (1.28, 1.20, -0.50)
H (-0.75, 1.47, 0.55)
H (-1.88, -1.24, -0.83)

---

4.
Molecular formula: C4H38N3O13S
Method: DFT, ωB97M-V/def2-TZVPD

Calculated values
LUMO = 2.555 eV
HOMO level = -5.73 eV
total charge = -1
ΔE to the lowest compared entry with this formula, charge and spin = 0.000 eV

Atoms and positions in Å:
C (-2.44, -1.43, 0.37)
N (-3.45, -1.31, 1.41)
C (-0.98, -0.92, 0.61)
C (-0.29, -1.68, 1.76)
S (-0.37, -0.67, 3.31)
N (-0.26, -1.01, -0.67)
C (0.75, 0.07, -0.73)
N (1.81, -0.21, -1.70)
H (-2.45, -2.39, -0.16)
H (-2.74, -0.70, -0.38)
H (-3.70, -0.32, 1.45)
H (-3.03, -1.46, 2.32)
H (-1.07, 0.12, 0.86)
H (-0.71, -2.64, 2.05)
H (0.75, -1.62, 1.48)
H (0.20, -1.91, -0.79)
H (1.22, 0.14, 0.25)
H (0.16, 0.92, -1.06)
H (1.57, 0.28, -2.55)
H (1.99, -1.19, -1.90)
H (2.41, -0.99, 3.64)
H (2.23, -0.25, 2.26)
O (2.36, -1.13, 2.70)
H (-1.92, -1.85, -2.73)
H (-1.37, -1.54, -4.09)
O (-1.60, -2.29, -3.53)
H (1.61, -3.50, -1.17)
H (3.00, -2.95, -1.13)
O (2.31, -3.18, -1.76)
H (-0.93, -3.62, -0.52)
H (-0.17, -3.96, 0.66)
O (-0.02, -3.87, -0.29)
H (0.32, 3.24, -0.59)
H (1.25, 4.39, -1.02)
O (1.17, 3.44, -1.06)
H (2.94, 0.98, -0.85)
H (2.44, 2.47, -0.80)
O (3.19, 1.87, -0.53)
H (1.73, 1.87, 2.01)
H (2.75, 1.55, 0.91)
O (2.54, 1.37, 1.84)
H (-1.04, 0.48, 3.01)
H (-1.78, 4.04, 0.51)
O (-1.26, 3.34, 0.09)
H (-2.07, 0.95, -1.29)
H (-1.94, 2.47, -1.33)
O (-2.44, 1.72, -1.74)
H (-0.37, 2.85, 2.84)
H (-0.95, 2.82, 1.07)
O (-0.77, 2.21, 2.22)
H (4.47, -1.26, 1.51)
H (3.93, -0.38, 0.58)
O (4.39, -1.23, 0.54)
H (-3.35, 1.97, 0.57)
H (-2.26, 1.71, 1.71)
O (-3.24, 1.70, 1.49)
H (-2.16, 0.82, -3.41)
H (-0.75, 1.07, -4.05)
O (-1.59, 0.60, -4.17)

---

5.
Molecular formula: C18H38NO14S5
Method: DFT, ωB97M-V/def2-TZVPD

Calculated values
LUMO = -6.061 eV
HOMO level = -12.06 eV
total charge = +1
ΔE to the lowest compared entry with this formula, charge and spin = 7.859 eV

Atoms and positions in Å:
O (-3.26, -0.62, 3.57)
C (-2.46, 0.33, 4.13)
O (-2.40, 1.73, 3.60)
C (-1.53, 0.04, 5.47)
C (0.02, -0.49, 5.39)
C (0.82, -0.68, 6.83)
N (0.14, -0.37, 8.18)
C (-1.31, 0.09, 8.31)
C (-2.18, 0.32, 6.94)
S (-3.95, 0.93, 7.03)
H (-2.09, 2.30, 4.39)
H (0.50, -0.71, 4.33)
H (1.95, -1.02, 6.76)
H (0.67, -0.49, 9.09)
H (-1.80, 0.28, 9.38)
H (-4.79, -0.19, 7.22)
O (1.93, -2.67, 0.85)
S (1.81, -1.66, -0.18)
O (2.32, -0.32, -0.01)
O (0.26, -1.58, -0.66)
C (-0.75, -1.35, 0.32)
C (-0.79, 0.10, 0.75)
C (2.48, -2.32, -1.69)
H (-0.61, -2.02, 1.18)
H (-1.71, -1.62, -0.14)
H (0.12, 0.38, 1.29)
H (-1.65, 0.29, 1.40)
H (-0.85, 0.76, -0.12)
H (2.06, -3.32, -1.85)
H (3.56, -2.38, -1.58)
H (2.22, -1.65, -2.51)
O (1.64, -1.12, -5.57)
S (2.03, -0.46, -6.80)
O (3.38, -0.53, -7.31)
O (1.57, 1.10, -6.73)
C (2.00, 1.89, -5.63)
C (3.45, 2.31, -5.78)
C (0.92, -0.96, -8.09)
H (1.84, 1.36, -4.68)
H (1.37, 2.78, -5.61)
H (4.12, 1.44, -5.70)
H (3.73, 3.02, -4.99)
H (3.62, 2.77, -6.76)
H (-0.11, -0.87, -7.73)
H (1.13, -2.01, -8.33)
H (1.08, -0.33, -8.96)
O (-7.29, -5.11, 1.65)
S (-6.01, -5.41, 1.05)
O (-5.22, -6.54, 1.47)
O (-5.08, -4.07, 1.09)
C (-4.87, -3.43, 2.34)
C (-3.85, -4.18, 3.19)
C (-6.21, -5.49, -0.71)
H (-5.81, -3.30, 2.88)
H (-4.48, -2.43, 2.13)
H (-4.24, -5.15, 3.50)
H (-3.60, -3.61, 4.08)
H (-2.94, -4.37, 2.61)
H (-6.77, -4.61, -1.04)
H (-6.77, -6.40, -0.95)
H (-5.23, -5.52, -1.18)
O (3.85, 5.85, -3.42)
S (4.41, 5.93, -2.09)
O (5.71, 5.38, -1.77)
O (3.32, 5.36, -1.01)
C (2.79, 4.06, -1.21)
C (3.77, 2.99, -0.80)
C (4.38, 7.62, -1.55)
H (2.47, 3.93, -2.25)
H (1.89, 3.99, -0.59)
H (4.64, 2.97, -1.46)
H (3.31, 2.00, -0.83)
H (4.15, 3.17, 0.21)
H (3.39, 8.04, -1.75)
H (5.14, 8.17, -2.13)
H (4.63, 7.67, -0.49)

---

6.
Molecular formula: C5H8O2
Method: DFT, ωB97M-V/def2-TZVPD

Calculated values
LUMO (alpha / beta) = -0.501 / -0.500 eV
HOMO level (alpha / beta) = -8.68 / -8.68 eV
ΔE to the lowest compared entry with this formula, charge and spin = 3.797 eV

Atoms and positions in Å:
C (0.24, -0.09, 0.02)
C (0.32, -0.92, 1.28)
C (-0.06, -0.86, -1.25)
C (1.17, 0.96, -0.11)
C (-1.00, 1.25, -0.02)
O (2.00, 1.67, 0.28)
O (-2.08, 0.93, -0.52)
H (-0.18, 1.88, -0.74)
H (-0.92, 1.77, 0.96)
H (1.08, -1.71, 1.20)
H (0.55, -0.31, 2.15)
H (-1.08, -1.26, -1.17)
H (-0.65, -1.40, 1.43)
H (-0.03, -0.22, -2.13)
H (0.64, -1.69, -1.38)

---

7.
Molecular formula: C2H7N2O
Method: DFT, ωB97M-V/def2-TZVPD

Calculated values
LUMO (alpha / beta) = -4.917 / -5.458 eV
HOMO level (alpha / beta) = -13.91 / -13.64 eV
total charge = +1
ΔE to the lowest compared entry with this formula, charge and spin = 7.139 eV

Atoms and positions in Å:
C (-1.30, 0.01, 0.42)
C (1.85, 0.67, -0.25)
N (-2.28, -0.18, -0.27)
N (0.68, -1.15, 0.65)
O (1.43, -0.71, -0.31)
H (-1.08, 0.79, 1.23)
H (1.70, 1.15, 0.75)
H (1.19, 1.24, -1.10)
H (2.98, 0.72, -0.47)
H (-3.21, 0.44, -0.22)
H (-2.40, -0.88, -0.92)
H (0.44, -2.10, 0.49)

---

8.
Molecular formula: C4H8FNO
Method: DFT, ωB97M-V/def2-TZVPD

Calculated values
LUMO (alpha / beta) = 0.511 / 0.511 eV
HOMO level (alpha / beta) = -7.35 / -7.35 eV
ΔE to the lowest compared entry with this formula, charge and spin = 4.690 eV

Atoms and positions in Å:
C (-2.34, 0.66, -1.86)
C (-0.50, 0.38, -1.34)
C (1.20, -1.14, 1.48)
C (1.02, 0.02, 0.55)
N (-0.19, -0.05, -0.15)
O (1.18, 1.23, 1.31)
F (0.47, 1.03, -1.97)
H (-2.55, 0.70, -2.90)
H (-3.00, -0.05, -1.45)
H (0.79, -2.01, 0.97)
H (2.12, -1.26, 2.01)
H (0.46, -0.87, 2.19)
H (1.73, 0.08, -0.26)
H (-0.93, -0.57, 0.42)
H (0.53, 1.85, 0.98)

---

9.
Molecular formula: C3H5I2N
Method: DFT, ωB97M-V/def2-TZVPD

Calculated values
LUMO (alpha / beta) = -0.976 / -0.977 eV
HOMO level (alpha / beta) = -8.03 / -8.03 eV
ΔE to the lowest compared entry with this formula, charge and spin = 4.762 eV

Atoms and positions in Å:
C (1.45, 0.56, 0.22)
C (0.88, -0.86, 0.43)
C (0.46, 0.06, -0.73)
N (-3.48, 0.58, -0.61)
I (-1.57, 1.14, -0.39)
I (-4.21, -0.66, 0.87)
H (1.28, 1.45, 0.78)
H (2.36, 0.74, -0.38)
H (1.53, -1.58, 0.06)
H (0.50, -1.13, 1.37)
H (0.79, -0.31, -1.63)

---

10.
Molecular formula: C30H25N3SSb2Se4Sn
Method: DFT, ωB97M-V/def2-TZVPD

Calculated values
LUMO = -1.445 eV
HOMO level = -6.38 eV
ΔE to the lowest compared entry with this formula, charge and spin = 4.845 eV

Atoms and positions in Å:
Sn (-1.46, -0.68, -0.99)
C (3.54, -0.70, -0.76)
N (2.44, 0.28, -0.73)
C (2.87, 1.65, -0.96)
C (1.23, -0.16, -1.21)
N (0.69, -1.29, -0.84)
H (4.03, -0.67, -1.74)
H (3.14, -1.69, -0.59)
H (4.26, -0.47, 0.02)
H (3.17, 1.82, -2.00)
H (3.70, 1.86, -0.30)
H (2.05, 2.33, -0.72)
Se (-4.22, -0.24, -7.83)
Sb (-4.28, -0.49, -5.26)
Se (-2.81, -0.26, -3.08)
Se (-6.14, 0.63, -6.67)
Se (-5.18, -2.73, -4.96)
N (-3.80, 6.33, -5.74)
C (-3.21, 5.46, -5.27)
C (-2.41, 4.44, -4.66)
C (-2.35, 4.37, -3.27)
C (-1.50, 3.46, -2.66)
C (-0.67, 2.66, -3.45)
C (-0.77, 2.70, -4.84)
C (-1.67, 3.56, -5.45)
C (0.12, 1.67, -2.79)
C (0.56, 0.75, -2.15)
H (-2.98, 5.02, -2.67)
H (-1.52, 3.31, -1.59)
H (-0.18, 2.02, -5.45)
H (-1.82, 3.53, -6.52)
S (-0.59, 1.02, 0.89)
Sb (0.38, -1.02, 1.59)
C (2.44, -1.10, 2.17)
C (2.90, 0.03, 2.83)
C (4.08, -0.06, 3.55)
C (4.75, -1.27, 3.65)
C (4.26, -2.40, 3.02)
C (3.09, -2.32, 2.28)
C (-0.22, -0.90, 3.68)
C (-0.15, 0.33, 4.34)
C (0.31, 0.42, 5.64)
C (0.79, -0.71, 6.29)
C (0.78, -1.94, 5.65)
C (0.29, -2.02, 4.36)
C (-1.42, -2.19, 1.06)
C (-1.41, -3.12, 0.01)
C (-2.60, -3.39, -0.68)
C (-3.75, -2.67, -0.38)
C (-3.73, -1.64, 0.57)
C (-2.58, -1.44, 1.34)
H (2.35, 0.96, 2.77)
H (4.46, 0.82, 4.06)
H (5.66, -1.33, 4.24)
H (4.78, -3.34, 3.10)
H (2.70, -3.20, 1.78)
H (-0.47, 1.23, 3.82)
H (0.33, 1.38, 6.15)
H (1.19, -0.63, 7.30)
H (1.18, -2.82, 6.14)
H (0.30, -2.98, 3.85)
H (-0.46, -3.54, -0.30)
H (-2.63, -4.13, -1.47)
H (-4.65, -2.83, -0.97)
H (-4.60, -1.02, 0.72)
H (-2.55, -0.66, 2.09)

---

11.
Molecular formula: C11H17IN
Method: DFT, ωB97M-V/def2-TZVPD

Calculated values
LUMO = -4.749 eV
HOMO level = -13.27 eV
total charge = +1
ΔE to the lowest compared entry with this formula, charge and spin = 0.075 eV

Atoms and positions in Å:
C (-2.08, 0.72, 0.80)
C (-1.99, -0.85, 1.03)
C (-0.98, -1.26, 2.17)
C (0.37, -1.90, 1.62)
C (1.43, -0.79, 1.22)
C (1.97, -0.93, -0.28)
C (1.27, 0.21, -1.11)
C (0.41, -0.20, -2.20)
N (-0.25, 0.77, -2.92)
C (-0.14, 2.12, -2.67)
C (0.73, 2.62, -1.64)
C (1.48, 1.66, -0.80)
I (2.78, 2.35, 0.76)
H (-1.18, 1.07, 0.23)
H (-2.18, 1.27, 1.78)
H (-3.04, 0.92, 0.24)
H (-3.04, -1.16, 1.32)
H (-1.76, -1.36, 0.06)
H (-0.79, -0.43, 2.90)
H (-1.47, -2.09, 2.76)
H (0.12, -2.62, 0.80)
H (0.81, -2.44, 2.51)
H (2.34, -0.77, 1.87)
H (0.92, 0.20, 1.37)
H (1.66, -1.95, -0.65)
H (3.09, -0.86, -0.36)
H (0.27, -1.27, -2.45)
H (-0.86, 0.46, -3.68)
H (-0.74, 2.81, -3.30)
H (0.85, 3.70, -1.40)